# C4H6ClFN2

A single C4H6ClFN2 molecule (ωB97M-V/def2-TZVPD, OMol25).

XYZ file:
```
14
Properties=species:S:1:pos:R:3:mulliken_charge:R:1
C 1.10360 2.08341 0.28328 -0.893
C 0.01566 1.14451 -0.10559 0.638
C 0.28137 -0.12133 -0.23653 0.161
C -0.48029 -1.45482 -0.16312 0.212
H 1.12310 3.17768 -0.31104 0.261
H 2.13391 1.55863 0.23830 0.256
H 1.20527 2.26248 1.46897 0.238
H -2.41187 -1.00375 0.57502 0.172
H -2.17765 -2.71742 0.49413 0.255
H 1.02741 -2.09189 -1.25189 0.318
N -1.91534 -1.70467 0.21672 -0.399
N 0.11573 -2.40023 -0.71615 -0.701
F 1.54928 -0.45631 -0.35316 -0.315
Cl -1.57016 1.72371 -0.13895 -0.201
```

## Properties
Kohn-Sham gap (eV): 9.83
SMILES: [H]/N=C(N)\C(F)=C(\C)Cl
E_LUMO (eV): 0.57
2S+1: 1
Relative energy (zero: lowest compared OMol25 entry of this formula, charge and spin) (eV): 2.2665

***

# C4H6ClFNO13V2

A molecular structure, C4H6ClFNO13V2 (ωB97M-V/def2-TZVPD, OMol25).

XYZ file:
```
28
Properties=species:S:1:pos:R:3:mulliken_charge:R:1
O 4.19896 -15.41179 -0.29610 -0.362
V 3.30446 -14.39269 0.55388 1.045
O 1.76539 -14.35245 0.10419 -0.324
O 6.02480 -14.46917 3.13288 -0.489
V 4.72203 -14.55002 4.02935 1.373
O 4.56815 -16.00843 4.64773 -0.427
Cl 3.20214 -15.90103 2.29442 2.501
O 2.06940 -15.17762 1.91845 -0.831
O 2.87141 -16.35740 3.64164 -0.714
O 3.39200 -17.14593 1.55651 -0.411
O 4.34746 -15.11462 2.07016 -0.736
C 1.90072 -14.67973 5.01684 -0.748
N 0.91234 -15.50343 5.63759 0.927
O -0.22979 -15.25353 5.42802 -0.528
O 1.25774 -16.53159 6.28149 -0.523
H 1.92817 -15.20626 4.06284 0.414
H 2.75122 -14.88103 5.66819 0.342
H 1.64718 -13.62786 4.88497 0.364
C 4.08278 -18.45778 3.73531 -0.207
C 3.52137 -18.92319 2.40851 0.734
O 3.09822 -20.23162 2.84424 -0.404
C 3.59185 -20.59609 4.04965 0.593
O 3.53078 -21.67639 4.60767 -0.540
O 4.40272 -19.65129 4.44982 -0.356
F 4.53447 -19.06583 1.54334 -0.326
H 3.23784 -17.88809 4.12213 0.117
H 4.91081 -17.75735 3.62635 0.231
H 2.84344 -18.19623 1.96125 0.283
```

## Properties
Kohn-Sham gap (alpha / beta) (eV): 6.36 / 3.51
Net charge: +1
E_LUMO (alpha / beta) (eV): -6.71 / -9.54
2S+1: 7

***

# C4H6ClFNO5

3 unconnected molecules or ions with the total composition C4H6ClFNO5 (ωB97M-V/def2-TZVPD, OMol25).

XYZ file:
```
18
Properties=species:S:1:pos:R:3:mulliken_charge:R:1
Cl -0.73600 -1.05573 0.54656 -0.854
C -2.60748 -0.83593 -2.25941 -0.648
N -3.86569 -0.13101 -2.62655 0.868
O -3.77338 0.94685 -3.16581 -0.546
O -4.90769 -0.72282 -2.43001 -0.552
H -1.83081 -0.11782 -2.04326 0.276
H -2.41258 -1.38893 -3.18468 0.268
H -2.80225 -1.59344 -1.51274 0.283
C 2.48858 -0.48262 1.77116 -0.263
C 1.66229 0.63324 2.38692 0.337
O 1.78693 1.70217 1.44942 -0.297
C 2.76076 1.42021 0.57826 0.699
O 3.18183 2.18502 -0.24505 -0.576
O 3.25706 0.18419 0.76405 -0.343
F 2.16616 0.99617 3.62012 -0.318
H 1.86728 -1.27219 1.35009 0.224
H 3.16710 -0.88767 2.52102 0.241
H 0.59791 0.42029 2.47990 0.200
```

## Properties
Kohn-Sham gap (eV): 8.16
Net charge: -1
E_LUMO (eV): 3.21
2S+1: 1

***

# C4H6ClN2O

A gas-phase ion, C4H6ClN2O (charge +1) (ωB97M-V/def2-TZVPD, OMol25).

XYZ file:
```
14
Properties=species:S:1:pos:R:3:mulliken_charge:R:1
C -0.69529 1.43247 0.56870 0.118
C 1.27995 0.45687 1.10270 -0.002
C -0.99879 0.39043 -0.42892 -0.886
C -0.03529 -0.82483 -0.39076 0.638
N 0.36037 1.41655 1.24182 -0.450
N 1.13739 -0.62183 0.36892 -0.101
O 0.48904 -1.27191 -1.59554 -0.488
Cl -0.88892 -2.22890 0.33432 -0.113
H -1.56913 2.17270 0.81056 0.356
H 2.09878 0.70617 1.73980 0.464
H -2.01933 -0.02489 -0.39411 0.505
H -0.86174 0.84135 -1.42065 0.346
H 1.89465 -1.26375 0.27544 0.269
H -0.19169 -1.18041 -2.21228 0.343
```

## Properties
Kohn-Sham gap (eV): 9.35
Net charge: +1
SMILES: O[C@]1(Cl)CC=NC=[NH+]1
E_LUMO (eV): -6.16
2S+1: 1
Relative energy (zero: lowest compared OMol25 entry of this formula, charge and spin) (eV): 1.1643

***

# C4H6ClNO

2 unconnected molecules or ions with the total composition C4H6ClNO (ωB97M-V/def2-TZVPD, OMol25).

XYZ file:
```
13
Properties=species:S:1:pos:R:3:mulliken_charge:R:1
C 0.42054 1.38324 0.85081 0.800
C -1.26616 -1.07948 -0.61992 -0.704
C 0.43938 1.27916 -0.39438 -0.560
C -0.16332 -1.64380 -0.16329 -0.039
N 0.30108 1.79477 1.96815 -0.516
O 1.26836 0.78195 -1.34039 -0.497
Cl 0.05524 -2.46066 1.36268 -0.184
H -1.21668 -0.78418 -1.58950 0.366
H -2.08658 -1.02298 0.03620 0.308
H -0.15716 1.27357 2.70406 0.268
H -0.58897 1.72547 -0.78822 0.195
H 0.78490 -1.87938 -0.80278 0.255
H 2.20937 0.63233 -1.22341 0.309
```

## Properties
Kohn-Sham gap (eV): 8.64
SMILES: N=C=CO.C=CCl
E_LUMO (eV): 0.53
2S+1: 1
Relative energy (zero: lowest compared OMol25 entry of this formula, charge and spin) (eV): 4.5563

***

# C4H6ClNS

A single C4H6ClNS molecule (ωB97M-V/def2-TZVPD, OMol25).

XYZ file:
```
13
Properties=species:S:1:pos:R:3:mulliken_charge:R:1
C 0.45702 -0.01082 -0.03480 0.819
C -0.05934 -1.27210 0.57970 -0.558
C -0.56132 0.96578 -0.29621 -0.263
C -1.86990 1.35999 0.02540 -0.651
H 3.83311 -0.19067 -0.89406 0.175
H -0.59982 -1.21562 1.65461 0.299
H 0.80209 -1.92122 0.74846 0.311
H -0.19178 1.85504 -0.77966 0.258
H -2.24018 2.44489 -0.30414 0.228
H -2.82568 0.65078 0.22080 0.194
N 1.59992 0.29650 -0.39188 -0.456
S 2.87589 -0.75678 -0.09647 -0.181
Cl -1.22001 -2.20575 -0.43176 -0.176
```

## Properties
Kohn-Sham gap (eV): 8.81
SMILES: C=C/C(CCl)=N/S
E_LUMO (eV): -0.05
2S+1: 1
Relative energy (zero: lowest compared OMol25 entry of this formula, charge and spin) (eV): 2.6417

***

# C4H6ClNS

2 unconnected molecules or ions with the total composition C4H6ClNS (ωB97M-V/def2-TZVPD, OMol25).

XYZ file:
```
13
Properties=species:S:1:pos:R:3:mulliken_charge:R:1
C -0.48060 -0.00588 -1.21414 -0.508
C -1.33617 -1.05116 -1.10036 -0.272
C -0.38801 0.75748 -0.03500 0.232
C 2.06460 -0.10576 0.76606 -0.970
N -1.17683 0.23768 0.97682 -0.225
S -2.08319 -1.12265 0.46582 -0.042
Cl -0.04419 2.44722 -0.00215 -0.191
H 0.06842 0.23141 -2.10344 0.382
H -1.57030 -1.80481 -1.82093 0.396
H 2.37481 0.81366 1.21013 0.339
H 2.43569 -0.35725 -0.20330 0.308
H 1.73004 -0.89579 1.40161 0.288
H -1.59428 0.85585 1.65888 0.262
```

## Properties
Kohn-Sham gap (alpha / beta) (eV): 8.39 / 6.70
E_LUMO (alpha / beta) (eV): 0.56 / 0.59
2S+1: 1
Relative energy (zero: lowest compared OMol25 entry of this formula, charge and spin) (eV): 3.6177

***

# C4H6ClNS

A single C4H6ClNS molecule (ωB97M-V/def2-TZVPD, OMol25).

XYZ file:
```
13
Properties=species:S:1:pos:R:3:mulliken_charge:R:1
C 1.49737 -0.47683 -0.43613 -0.315
C 1.15232 -0.58384 0.84152 0.132
C 0.63608 0.30955 -1.42753 -0.489
C -1.62667 0.14717 0.88501 -0.672
N -0.47030 1.01212 0.93105 -0.290
S 0.03052 1.70463 -0.41968 0.001
Cl 1.47208 -1.61073 2.07247 -0.114
H 2.48207 -0.70512 -0.78974 0.358
H 1.17606 0.71123 -2.36477 0.341
H -0.20435 -0.24775 -1.76293 0.242
H -2.56773 0.86403 0.63578 0.249
H -1.69266 -0.76890 0.09852 0.199
H -1.88478 -0.35556 1.73644 0.359
```

## Properties
Kohn-Sham gap (alpha / beta) (eV): 7.66 / 7.67
E_LUMO (alpha / beta) (eV): -0.50 / -0.49
2S+1: 1
Relative energy (zero: lowest compared OMol25 entry of this formula, charge and spin) (eV): 4.7504

***

# C4H6ClNS

A single C4H6ClNS molecule (ωB97M-V/def2-TZVPD, OMol25).

XYZ file:
```
13
Properties=species:S:1:pos:R:3:mulliken_charge:R:1
C -3.59193 -0.60504 0.03015 -0.773
C -1.13358 -0.65703 -0.02262 -0.039
C 0.12296 -0.11128 -0.00525 0.476
C 1.28105 -0.94661 -0.00579 -0.426
H -4.24690 -0.22396 -0.75681 0.295
H -4.11433 -0.42649 0.99842 0.272
H -3.50732 -1.68004 -0.13688 0.278
H -2.22510 0.99455 -0.01959 0.169
H -1.21150 -1.72952 -0.02642 0.187
H 1.00103 -1.99293 -0.00461 0.195
N -2.29683 0.00831 -0.02952 -0.152
S 2.85024 -0.52803 0.00885 -0.264
Cl 0.27688 1.60992 0.00188 -0.219
```

## Properties
Kohn-Sham gap (eV): 8.09
SMILES: CN/C=C(\Cl)C=S
E_LUMO (eV): 0.00
2S+1: 1
Relative energy (zero: lowest compared OMol25 entry of this formula, charge and spin) (eV): 0.4766

***

# C4H6ClNSe

A single C4H6ClNSe molecule (ωB97M-V/def2-TZVPD, OMol25).

XYZ file:
```
13
Properties=species:S:1:pos:R:3:mulliken_charge:R:1
C -0.52364 0.69532 1.54333 0.010
C -0.18341 -1.85132 -0.35174 -0.926
C 0.97760 0.77023 -0.56024 -0.936
C -0.28299 1.38179 0.29157 0.203
N -0.53484 0.17160 2.55520 -0.409
Cl -1.80748 1.49821 -0.68469 -0.143
Se 0.65784 -0.76443 -1.74468 0.119
H 0.07276 -1.65387 0.64787 0.348
H -1.22901 -1.81457 -0.53921 0.284
H 0.11314 -2.97412 -0.63589 0.280
H 1.24550 1.59149 -1.24849 0.330
H 1.89759 0.57046 0.00931 0.419
H -0.40305 2.37921 0.71765 0.421
```

## Properties
Kohn-Sham gap (eV): 9.29
SMILES: C[Se]C[C@@H](Cl)C#N
E_LUMO (eV): 0.48
2S+1: 1
Relative energy (zero: lowest compared OMol25 entry of this formula, charge and spin) (eV): 0.0000

***

Strongest force on any atom values, unit eV/A, following the record order: 6.59; 13.65; 1.46; 3.59; 5.05; 5.71; 0.69; 5.37; 0.97; 4.48.